No. 1
A structure of composition C13H38FHfN2O7 at a distorted geometry, computed with ωB97M-V/def2-TZVPD.

Charge: +3
ΔE to the lowest compared entry with this formula, charge and spin (eV): 29.293
Molecular weight (g/mol): 531.9
Frontier orbital gap (eV): 7.0

Geometry as XYZ:
```
62
Properties=species:S:1:pos:R:3:forces:R:3:lowdin_charge:R:1
Hf -0.61772 -1.08684 0.43476 12.466 -2.619 -10.260 1.4545
F -0.67041 0.66179 0.22178 4.249 4.671 9.481 -0.3806
C -1.41974 2.96840 1.43904 0.598 -0.161 -0.065 -0.1014
O -1.45445 2.52166 0.10210 -2.870 4.910 -0.801 -0.0749
H -1.66538 4.02179 1.57367 -0.139 -0.118 -0.467 0.1173
H -2.06075 2.39516 2.10882 -0.541 -0.181 0.129 0.0820
H -0.41017 2.82959 1.82583 0.270 0.525 0.118 0.0809
H -1.12170 1.62746 -0.00423 -1.755 3.226 0.975 -0.1966
C 2.05799 2.22765 -1.15666 3.055 5.299 -4.198 -0.0611
C 1.34391 1.36322 -2.15574 0.726 2.541 -1.863 -0.3454
C 2.18083 0.35469 -2.99292 0.904 0.754 -0.932 -0.1332
O 3.18791 0.94760 -3.88267 -0.664 -0.093 1.987 -0.1516
C 4.23136 0.02903 -4.30372 -0.468 -0.444 0.763 -0.0584
N 0.21099 0.77437 -1.48179 4.917 1.387 -6.422 0.0289
H 2.63759 2.98326 -1.68697 0.167 0.098 -0.768 0.1328
H 2.82131 1.72969 -0.55876 2.559 3.744 -3.922 0.0739
H 1.44596 2.95061 -0.61737 -0.459 -0.712 0.701 0.1410
H 0.96426 2.08348 -2.88045 0.089 0.184 -0.201 0.1724
H 1.49961 -0.22797 -3.61303 -0.263 -0.180 -0.061 0.1284
H 2.57019 -0.29896 -2.21237 1.026 -0.889 -1.276 0.1051
H 4.83927 -0.37844 -3.49594 -0.673 -0.308 0.811 0.0827
H 5.07183 0.48887 -4.82359 -1.005 0.642 -0.857 0.1032
H 3.69156 -0.76742 -4.81597 0.719 -0.143 -0.460 0.0925
H -0.44216 0.82413 -2.25057 0.050 0.097 -0.311 0.1245
H -0.06689 1.42382 -0.75992 1.929 0.859 -2.820 0.0703
C 0.01413 0.53248 4.09615 0.450 -1.098 -0.037 0.0312
C 0.04085 0.25939 2.60120 3.215 3.392 0.731 -0.3523
C 1.39719 -0.27797 2.16634 -0.494 1.356 0.707 -0.0454
O 1.29397 -0.45142 0.72002 0.768 -2.833 2.353 -0.2185
C 2.16719 0.36434 -0.00468 2.873 -3.429 2.131 -0.1421
N -0.97738 -0.65078 2.09742 5.455 3.322 16.161 -0.1294
H 0.93774 1.00320 4.43301 -0.197 1.095 -0.542 0.1225
H 0.20841 -0.35881 4.69276 -1.154 -0.555 0.186 0.1093
H -0.88787 1.10961 4.29965 0.214 -0.127 0.755 0.1154
H -0.16545 1.24441 2.18252 0.378 -0.587 -0.198 0.1031
H 1.52661 -1.14966 2.80781 0.661 -0.871 -0.839 0.1589
H 2.20058 0.42130 2.39807 -0.050 -0.063 -0.165 0.1695
H 2.27782 1.44316 0.10490 -3.852 -2.258 4.860 0.0312
H 2.19551 0.21461 -1.08397 -0.713 -1.027 2.250 0.0488
H 3.17432 0.07076 0.29133 0.508 -0.373 0.213 0.1568
H -1.75044 -0.28683 2.63596 5.257 1.768 1.318 0.0714
H -0.71198 -1.43893 2.67057 -0.335 -0.736 0.670 0.1693
C -2.99433 -0.81324 1.57791 -4.528 -1.192 1.692 -0.1240
C -2.70035 -2.34442 1.63915 -1.543 0.680 1.198 0.0340
O -1.27740 -2.65272 1.29327 -7.058 -4.681 16.862 -0.1911
O -2.34317 -0.23732 0.52690 -10.892 -0.272 4.832 -0.0717
H -2.48332 -0.48029 2.48130 -9.813 -0.914 -0.852 0.0762
H -4.03954 -0.50714 1.62204 -0.306 -0.837 -0.209 0.1984
H -3.44945 -2.78175 0.97910 0.642 -0.765 -0.167 0.1589
H -2.89537 -2.62394 2.67450 -0.077 -0.430 -0.110 0.1731
H -1.13948 -3.59262 1.43172 -0.193 -0.298 0.309 0.1960
H -2.90848 0.46322 0.19333 0.149 0.844 -0.464 0.2023
C -1.78921 -2.63357 -1.46908 -1.954 0.112 -1.717 -0.0581
C -1.52960 -1.31430 -2.15491 0.425 -0.988 -0.611 -0.0544
O -1.40244 -0.35716 -1.09414 -6.312 -4.590 -12.726 -0.2727
O -0.90729 -2.78731 -0.31770 2.686 -6.802 -17.928 -0.1592
H -1.76039 -3.47891 -2.15658 0.415 0.053 -0.036 0.1764
H -2.78442 -2.65328 -1.02493 -0.206 0.036 -0.182 0.1393
H -2.29674 -1.02409 -2.87280 -0.076 -0.246 0.078 0.1809
H -0.56981 -1.42805 -2.65883 0.210 0.488 -0.269 0.1464
H -1.75295 0.48173 -1.40239 -0.073 0.170 0.085 0.1691
H -0.74267 -3.73028 -0.39027 0.629 -0.430 0.384 0.1934
```
Forces are in eV/Å.

***

No. 2
A cluster of 6 separate species, C13H38N4O6 in total at a distorted geometry, computed with ωB97M-V/def2-TZVPD.

2S+1: 2
Charge: +1
<S²>: 0.76
ΔE to the lowest compared entry with this formula, charge and spin (eV): 1.356
Molecular weight (g/mol): 346.5
Frontier orbital gap (spin up / spin down) (eV): 9.1 / 3.2

Geometry as XYZ:
```
61
Properties=species:S:1:pos:R:3:forces:R:3:lowdin_charge:R:1
C -0.64194 0.00704 0.46865 4.360 2.084 -2.953 -0.5962
O -1.43579 -0.93583 0.26918 -1.738 -2.230 -0.719 0.3343
N -0.61907 0.66132 1.53613 -1.221 0.487 4.427 0.2901
N 0.32449 0.32200 -0.38100 -0.547 -0.983 -2.450 0.2797
H -0.91267 0.01172 2.25162 -0.425 1.240 1.563 0.1193
H 0.03749 1.41975 1.65362 -0.379 -0.007 0.485 0.1606
H 1.04828 1.01312 -0.24469 -0.118 -0.210 0.535 0.1535
H 0.21996 -0.02478 -1.32382 0.175 -0.017 -0.797 0.0934
C -2.37541 -0.65554 4.43162 -1.223 0.616 0.178 -0.7869
O -2.92307 0.23224 3.80906 0.034 0.904 -1.116 0.0356
N -1.98321 -1.78916 3.89214 1.180 -1.744 -2.431 0.1667
N -2.20487 -0.63775 5.72348 0.350 0.832 3.805 0.1799
H -2.04860 -1.75265 2.88492 -0.022 -1.029 0.220 0.0960
H -1.60597 -2.56013 4.42450 -0.114 0.102 -0.532 0.1217
H -1.67715 -1.33436 6.22979 -0.257 0.211 -0.143 0.1179
H -2.63212 0.10651 6.25604 0.189 -0.114 -0.116 0.1307
C 1.29679 -3.22617 -0.27980 2.021 1.074 0.740 -0.1017
C 1.46728 -4.46792 0.58583 -1.132 -0.014 -1.213 -0.2782
O 0.23968 -5.11228 0.22879 -0.301 -0.898 0.412 -0.0915
H 1.96387 -2.45228 0.09994 0.154 0.427 0.027 0.0611
H 0.29995 -2.78752 -0.32432 -0.192 -0.493 0.124 0.0474
H 1.68924 -3.43488 -1.27505 -0.465 -0.085 -0.124 0.0822
H 1.56184 -4.37398 1.66765 -0.379 0.515 0.058 0.1061
H 2.38388 -4.97797 0.28950 -0.164 -0.334 -0.287 0.1155
H 0.29434 -6.03472 -0.03141 0.422 -0.108 0.250 0.0891
C 3.18587 -0.17204 -3.02860 -1.441 -0.505 0.217 -0.0682
C 4.43734 0.60188 -2.91784 0.889 1.602 -0.538 -0.5378
C 4.21708 2.13108 -3.11369 0.582 -1.777 -1.640 -0.0323
O 5.03749 0.44857 -1.69057 1.207 -0.902 2.108 -0.0458
H 3.25880 -1.06255 -3.65292 0.002 0.033 0.048 0.0861
H 2.37126 0.45201 -3.39613 -0.223 -0.138 -0.016 0.0725
H 2.99608 -0.48964 -2.00331 -0.577 -0.303 0.001 0.0682
H 5.15413 0.10486 -3.57152 0.233 0.845 -0.516 0.1470
H 5.17077 2.65859 -3.09671 -0.202 0.075 0.414 0.0841
H 3.47982 2.48031 -2.39078 0.054 0.194 -0.081 0.0757
H 3.86000 2.17517 -4.14259 -0.455 0.737 0.035 0.0795
H 4.50771 0.83786 -0.99101 -0.077 0.150 0.009 0.0827
C -2.63322 -1.73162 -3.93213 1.116 -0.743 0.556 -0.0233
C -1.13180 -1.53368 -3.59646 -0.326 0.432 -1.163 -0.4669
C -0.24147 -1.26638 -4.77523 0.480 0.167 -1.098 -0.0518
O -1.01626 -0.35247 -2.81150 0.472 0.220 1.343 -0.0737
H -3.11109 -0.89891 -4.44821 0.417 -0.081 -0.245 0.0911
H -3.17406 -1.87002 -2.99595 -0.095 -0.086 0.101 0.0741
H -2.68510 -2.67777 -4.47084 -0.435 0.156 -0.272 0.0871
H -0.69253 -2.39027 -3.08518 -0.403 -0.207 0.412 0.1348
H -0.25127 -2.07005 -5.51153 -0.395 0.041 -0.071 0.0922
H 0.81951 -1.14650 -4.55603 -0.018 -0.163 0.689 0.0575
H -0.49087 -0.31486 -5.24481 -0.403 -0.114 -0.214 0.0934
H -1.47279 -0.56491 -1.99415 -0.643 0.186 0.004 0.0473
C -1.18675 3.58003 4.30776 -0.575 0.019 0.623 -0.0451
C -2.02527 4.55150 3.45085 0.988 -0.109 -2.454 -0.4681
C -2.04492 4.04565 1.98566 -1.666 -0.734 -1.086 -0.0911
O -3.33798 4.73437 3.91034 -0.044 -0.853 1.059 -0.0226
H -1.26262 3.77235 5.37798 -0.267 0.227 0.007 0.0781
H -0.11090 3.55267 4.13482 0.004 0.588 -0.569 0.0725
H -1.51057 2.54910 4.16485 -0.421 -0.024 -0.095 0.0490
H -1.55210 5.51406 3.25672 0.387 0.317 1.087 0.1291
H -2.68132 3.18185 1.79344 0.427 -1.112 0.950 0.0674
H -1.12894 3.91003 1.41061 0.431 0.149 0.526 0.0617
H -2.69152 4.61784 1.32038 0.340 1.392 0.189 0.0699
H -3.82998 5.42600 3.46180 0.426 0.094 -0.264 0.0993
```
Forces are in eV/Å.

***

Number 1: calculated total energy -35373.8533 eV. Number 2: calculated total energy -32332.3258 eV.